C18H28N2 | ωB97M-V/def2-TZVPD

Summary:
* Kohn-Sham gap: 8.3505 eV
* HOMO energy: -7.46 eV
* energy relative to the best compared isomer or geometry (same formula, charge and spin): 251.18 kJ/mol

Element x y z (Å)
C  -2.043  -2.952  2.434
C  -2.837  -0.771  1.627
C  -0.874  -2.840  1.700
C  -1.669  -0.724  0.856
C  -3.068  -1.910  2.418
C  -0.681  -1.709  0.766
N  -4.182  -1.994  3.293
N  0.354  -0.460  -1.078
C  -4.612  -0.776  4.073
C  -4.986  -3.205  3.313
C  0.580  -1.373  0.002
C  1.923  -1.075  -2.964
C  3.537  2.846  -0.567
C  3.973  1.883  -1.691
C  2.728  3.480  -2.693
C  1.063  2.565  -1.257
C  1.529  -0.083  -1.830
C  2.319  3.542  -1.241
C  2.843  1.943  -2.772
C  1.469  1.463  -2.285
H  -1.980  -3.859  3.188
H  -3.510  0.058  1.668
H  -0.017  -3.620  1.886
H  -1.582  0.270  0.423
H  -0.369  -0.707  -1.746
H  -5.401  -0.788  4.737
H  -4.930  -0.057  3.368
H  -3.692  -0.443  4.698
H  -5.093  -3.798  2.387
H  -4.524  -4.033  3.929
H  -6.075  -3.005  3.497
H  1.298  -0.968  0.647
H  1.030  -2.346  -0.364
H  1.026  -1.160  -3.658
H  2.824  -0.642  -3.507
H  2.202  -2.080  -2.626
H  4.274  3.514  -0.240
H  3.291  2.379  0.388
H  4.908  2.211  -2.179
H  4.187  0.921  -1.307
H  1.978  3.769  -3.469
H  3.535  4.074  -3.100
H  0.103  2.908  -1.578
H  0.882  2.088  -0.265
H  2.393  -0.137  -1.208
H  2.180  4.528  -0.880
H  2.984  1.534  -3.709
H  0.712  1.538  -3.087